Entry 1:
The following is a quantum chemistry calculation of an isolated molecule of C15H16F3N3O2, from the OMol25 dataset.

```
39
Properties=species:S:1:pos:R:3:forces:R:3:lowdin_charge:R:1
O -3.4578 0.2867 0.4394 -0.271 0.112 0.136 0.072
C -2.3789 0.1041 -0.0915 0.302 -0.106 -0.221 -0.456
N -2.2490 -0.0493 -1.4321 0.148 -0.101 -0.185 0.066
H -1.3338 -0.0715 -1.8501 -0.057 -0.015 0.136 0.104
C -3.3845 0.0496 -2.3200 -0.341 0.151 0.047 -0.168
H -3.0924 -0.3657 -3.2865 -0.014 0.002 0.081 0.121
H -4.1960 -0.5531 -1.9031 0.079 0.001 -0.143 0.125
C -3.8893 1.4912 -2.4837 0.308 -0.109 0.023 -0.150
H -4.3831 1.7987 -1.5621 -0.072 0.030 -0.038 0.110
H -4.6229 1.5060 -3.2905 -0.066 0.038 -0.012 0.109
C -2.7581 2.4866 -2.7733 -0.583 0.092 0.381 -0.139
N -1.8582 2.0112 -3.7894 0.257 -0.015 -0.215 -0.101
C -0.5632 1.6533 -3.6235 0.109 0.051 0.078 -0.205
N -0.0321 1.1896 -4.7208 0.583 -0.189 0.080 0.055
C -1.0187 1.2421 -5.6523 -0.252 0.042 -0.050 -0.157
C -2.1587 1.7471 -5.0958 -0.078 -0.046 -0.258 -0.079
H -3.1274 1.9399 -5.5082 -0.225 0.049 -0.065 0.114
H -0.8453 0.9159 -6.6578 -0.062 -0.036 -0.237 0.091
H -0.0413 1.7707 -2.6928 0.021 0.082 0.274 0.123
H -2.1718 2.6526 -1.8656 -0.035 0.025 -0.135 0.125
H -3.1887 3.4447 -3.0834 0.141 -0.068 0.097 0.128
C -1.1033 0.0505 0.6808 0.114 -0.020 0.221 -0.138
C -1.0741 0.6832 1.9233 0.000 -0.073 -0.128 -0.003
C 0.0698 0.6801 2.6878 0.221 -0.095 -0.011 0.016
C 1.2152 0.0266 2.2324 -0.144 0.110 0.002 -0.240
C 1.1897 -0.6281 1.0085 0.329 -0.017 0.091 -0.010
C 0.0364 -0.6110 0.2418 -0.205 0.176 0.080 -0.018
H 0.0388 -1.1543 -0.6918 -0.008 -0.055 -0.087 0.116
H 2.0431 -1.1720 0.6359 0.068 -0.042 0.039 0.108
O 2.2985 0.1195 3.0736 -0.376 -0.011 -0.025 -0.012
C 3.4981 -0.5233 2.7718 0.323 -0.384 -0.027 -0.081
C 3.5082 -1.9930 3.2164 0.133 0.023 -0.001 -0.608
F 4.7200 -2.5320 3.0011 0.209 0.181 -0.107 0.138
F 2.6289 -2.7553 2.5568 -0.253 0.051 -0.170 0.150
F 3.2445 -2.1280 4.5170 -0.099 0.178 0.204 0.158
H 3.7584 -0.4828 1.7074 -0.020 0.007 0.155 0.141
H 4.2740 -0.0149 3.3538 -0.104 -0.129 -0.164 0.152
H 0.1072 1.1712 3.6466 -0.005 0.073 0.118 0.123
H -1.9705 1.1732 2.2714 -0.072 0.036 0.036 0.121
```
Positions in Å, forces in eV/Å.

Calculated values
E: -32533.371 eV
SMILES string: O=C(NCCCn1ccnc1)c1ccc(OCC(F)(F)F)cc1
HOMO: -0.3318 hartree
ΔE to the lowest compared entry with this formula, charge and spin: 0.00 kJ/mol
Orbital gap: 0.3550 Ha

Entry 2:
The following is a quantum chemistry calculation of an isolated molecule of C15H16N2O3S, from the OMol25 dataset.

```
37
Properties=species:S:1:pos:R:3:forces:R:3:lowdin_charge:R:1
O -3.4467 -1.7717 -0.4774 -0.371 -0.131 0.096 0.078
C -2.3768 -1.3170 -0.1465 0.403 -0.130 0.305 -0.458
N -1.6121 -0.5429 -0.9445 0.283 0.306 -0.263 0.080
H -0.8020 -0.0793 -0.5666 -0.104 -0.077 0.068 0.116
C -2.1091 -0.0189 -2.1956 -0.150 -0.282 -0.188 -0.184
C -2.2348 1.4712 -2.1577 -0.040 0.158 -0.344 -0.517
C -2.1484 2.3121 -1.0928 0.006 -0.249 -0.069 -0.129
C -2.3255 3.6704 -1.4504 -0.043 0.211 -0.170 -0.187
C -2.5414 3.8396 -2.7765 -0.029 -0.174 -0.232 -0.422
S -2.5337 2.3429 -3.6276 0.101 0.046 0.569 1.024
H -2.7086 4.7483 -3.3193 -0.032 0.231 -0.060 0.058
H -2.2919 4.4780 -0.7418 -0.002 0.174 0.092 0.101
H -1.9659 1.9935 -0.0816 0.039 -0.161 0.163 0.093
H -1.4420 -0.3173 -3.0142 -0.139 0.002 0.082 0.123
H -3.0860 -0.4867 -2.3644 0.211 0.045 -0.013 0.127
C -1.8008 -1.6107 1.2452 -0.416 -0.098 0.000 -0.006
N -0.3949 -1.3339 1.4158 -0.436 0.048 -0.056 0.050
C 0.5689 -2.3301 1.4214 0.302 0.056 0.145 -0.378
O 0.3347 -3.4962 1.2653 0.006 -0.199 -0.054 0.136
C 1.9147 -1.6693 1.6440 0.152 -0.180 -0.047 -0.155
C 1.6078 -0.1758 1.7886 0.059 0.206 -0.016 -0.156
C 0.1033 -0.0719 1.6570 0.319 -0.079 0.249 -0.401
O -0.5747 0.9236 1.7086 -0.100 0.190 -0.022 0.115
H 1.9029 0.1997 2.7717 -0.093 -0.043 -0.060 0.165
C 2.2992 0.6951 0.7192 -0.039 -0.016 0.183 -0.126
C 3.7314 0.2776 0.5878 -0.014 0.105 0.006 -0.092
C 4.0047 -1.0123 0.4713 0.046 -0.100 -0.003 -0.092
C 2.8708 -1.9901 0.4768 -0.054 -0.028 0.150 -0.126
H 3.2185 -3.0178 0.5641 -0.074 0.008 -0.074 0.122
H 2.3189 -1.9054 -0.4656 -0.026 -0.082 -0.042 0.133
H 5.0104 -1.3867 0.3727 0.201 0.036 -0.028 0.103
H 4.4952 1.0377 0.5925 0.197 0.054 -0.030 0.103
H 2.2016 1.7465 0.9850 -0.070 -0.031 -0.079 0.123
H 1.7966 0.5453 -0.2432 -0.071 0.073 -0.037 0.128
H 2.3522 -2.0733 2.5608 -0.103 0.016 -0.058 0.164
H -2.3700 -1.0047 1.9579 0.075 -0.090 -0.089 0.147
H -1.9664 -2.6694 1.4601 0.008 0.186 -0.071 0.140
```
Positions in Å, forces in eV/Å.

Calculated values
E: -35773.756 eV
SMILES string: O=C(CN1C(=O)[C@H]2CC=CC[C@H]2C1=O)NCc1cccs1
HOMO: -0.3234 hartree
ΔE to the lowest compared entry with this formula, charge and spin: 41.69 kJ/mol
Orbital gap: 0.3449 Ha

Entry 3:
The following is a quantum chemistry calculation of an isolated molecule of C15H16N2O4 in a non-equilibrium geometry, from the OMol25 dataset.

```
37
Properties=species:S:1:pos:R:3:forces:R:3:lowdin_charge:R:1
C 2.9127 3.6168 -5.0847 -0.077 -0.410 0.046 -0.064
C 2.5807 2.1786 -5.4729 0.003 0.364 -0.224 -0.250
O 2.8061 1.2640 -4.4198 0.078 -0.158 0.157 -0.053
C 1.9252 1.1854 -3.3862 -0.050 -0.134 0.259 -0.273
C 2.2918 0.3267 -2.3474 -0.055 0.246 -0.319 0.010
C 1.4796 0.1416 -1.2507 -0.008 -0.057 0.103 -0.002
C 0.2658 0.8186 -1.1638 0.213 0.074 -0.282 -0.224
C -0.1048 1.6717 -2.1959 0.046 -0.181 0.251 -0.025
C 0.7109 1.8587 -3.2971 0.198 0.015 -0.264 -0.024
H 0.3796 2.5280 -4.0750 0.016 0.061 -0.081 0.105
H -1.0459 2.2019 -2.1423 -0.095 0.058 0.001 0.112
N -0.6108 0.6827 -0.0747 -0.289 0.201 -0.059 0.124
C -0.4748 -0.0769 1.0381 -0.533 0.175 0.240 -0.437
O 0.4621 -0.8003 1.2977 0.263 -0.135 -0.011 0.078
C -1.6490 0.0825 2.0060 -0.090 -0.058 0.163 -0.086
N -1.5308 -0.8853 3.0618 0.391 0.056 -0.160 0.080
C -2.6100 -1.5580 3.5276 0.318 0.290 -0.058 -0.434
O -3.7534 -1.2804 3.2119 -0.158 -0.157 0.081 0.070
C -2.2853 -2.6299 4.4800 -1.076 -0.627 0.430 -0.185
C -3.1213 -3.4712 5.1686 0.380 0.659 -0.549 0.010
C -2.2879 -4.3126 5.9357 0.578 0.066 -0.028 -0.051
C -1.0108 -3.9250 5.6594 -0.391 -0.583 0.482 -0.107
O -0.9958 -2.9127 4.7843 0.230 0.363 -0.298 0.052
H -0.0628 -4.2823 6.0114 0.164 0.036 -0.023 0.123
H -2.5942 -5.0955 6.5984 0.016 -0.172 0.151 0.102
H -4.1902 -3.4717 5.1194 -0.222 0.064 -0.070 0.119
H -0.5982 -1.2511 3.2093 -0.124 -0.035 0.019 0.133
H -1.6322 1.1028 2.4151 -0.052 -0.070 -0.165 0.138
H -2.6109 -0.0720 1.5049 0.137 0.102 0.015 0.131
H -1.4571 1.2307 -0.1522 0.099 -0.162 0.131 0.145
H 1.7784 -0.5245 -0.4595 0.014 -0.024 0.020 0.102
H 3.2325 -0.1941 -2.4264 0.116 -0.070 0.002 0.121
H 3.2545 1.8456 -6.2675 -0.170 0.036 0.059 0.123
H 1.5504 2.1005 -5.8418 0.097 -0.059 0.011 0.115
H 3.9469 3.6789 -4.7558 0.088 0.037 0.014 0.079
H 2.2745 3.9585 -4.2734 -0.037 0.088 0.041 0.066
H 2.7746 4.2693 -5.9425 -0.018 0.103 -0.082 0.076
```
Positions in Å, forces in eV/Å.

Calculated values
E: -26985.011 eV
SMILES string: CCOc1ccc(NC(=O)CNC(=O)c2ccco2)cc1
HOMO: -0.2973 hartree
ΔE to the lowest compared entry with this formula, charge and spin: 107.83 kJ/mol
Orbital gap: 0.3214 Ha

Entry 4:
The following is a quantum chemistry calculation of C15H16N4O3SSbSe4Zn as an isolated structure, from the OMol25 dataset.

```
45
Properties=species:S:1:pos:R:3:forces:R:3:lowdin_charge:R:1
Zn -1.8270 -1.7031 0.0618 0.096 -0.218 -0.087 0.227
Se -6.1693 -3.4220 0.6812 0.004 -0.173 0.020 -0.246
Sb -3.9909 -4.4121 0.7114 -0.177 0.100 -0.537 0.454
Se -2.6768 -3.4053 -1.2895 -0.322 -0.491 0.069 -0.092
Se -0.5050 -3.0891 2.9911 0.600 0.046 0.252 0.468
Se -1.2119 -4.6573 4.3555 -0.033 -0.029 0.074 0.043
C 4.0193 2.7392 -3.0341 -0.073 0.004 0.072 -0.058
C 3.0005 2.2747 -2.0243 0.027 0.010 -0.035 -0.284
C 1.8955 1.5261 -2.4120 0.011 0.017 0.006 -0.040
C 0.9467 1.1142 -1.4836 0.015 0.004 0.033 -0.059
C 1.1115 1.4482 -0.1499 -0.070 0.050 -0.024 -0.271
C 2.2048 2.2031 0.2587 0.007 -0.027 -0.028 -0.058
C 3.1390 2.6118 -0.6772 0.003 0.012 0.011 -0.049
S -0.0012 0.8659 1.1121 0.230 0.030 -0.252 0.569
O 0.7468 -0.1886 1.7621 -0.129 -0.140 0.079 -0.358
O -0.3468 1.9969 1.9370 -0.143 0.062 -0.085 -0.299
N -1.2264 0.2662 0.2861 -0.581 0.054 0.523 -0.183
C -2.5437 0.7280 0.4622 -0.041 0.524 -0.181 -0.373
C -2.9635 2.0582 0.6034 0.149 -0.169 0.038 -0.020
C -4.3159 2.3055 0.7176 -0.003 -0.042 -0.017 -0.073
C -5.2272 1.2549 0.6700 0.013 0.115 0.012 -0.070
C -4.7390 -0.0209 0.4853 -0.063 -0.173 -0.102 -0.121
N -3.4337 -0.2699 0.3806 0.439 0.343 0.224 0.058
H 3.9697 2.1437 -3.9455 0.013 0.010 0.008 0.072
H 5.0293 2.6698 -2.6278 0.001 -0.003 -0.031 0.074
H 3.8451 3.7834 -3.3055 0.011 -0.019 -0.011 0.080
H 1.7700 1.2582 -3.4557 0.009 0.000 0.031 0.112
H 0.0881 0.5272 -1.7816 0.039 0.009 -0.005 0.101
H 2.3089 2.4600 1.3060 0.024 0.017 -0.032 0.117
H 3.9908 3.2059 -0.3624 -0.013 -0.029 0.001 0.110
H -2.2359 2.8513 0.6375 0.042 0.053 0.031 0.100
H -4.6641 3.3250 0.8343 0.011 -0.003 0.012 0.103
H -6.2911 1.4213 0.7678 0.019 -0.014 -0.017 0.099
H -5.3886 -0.8885 0.4193 0.050 0.020 0.001 0.002
C 3.9000 -1.9312 -0.2361 -0.063 0.008 -0.015 -0.082
C 2.7229 -2.3689 0.6385 0.015 0.122 0.104 -0.215
C 1.4458 -2.2287 -0.0505 0.015 -0.080 -0.124 -0.210
N 0.4551 -2.1042 -0.6150 0.117 -0.009 0.029 0.168
H 4.8253 -2.0208 0.3309 0.018 0.005 -0.006 0.073
H 3.7802 -0.8923 -0.5452 -0.002 -0.008 0.004 0.071
H 3.9779 -2.5512 -1.1286 0.001 0.013 -0.002 0.078
H 2.6542 -1.7450 1.5321 -0.044 -0.028 -0.012 0.107
H 2.8257 -3.4057 0.9590 -0.003 -0.031 -0.008 0.119
O -3.0166 -3.1321 2.2584 0.470 0.230 -0.095 -0.610
N -1.8786 -2.6018 1.9644 -0.689 -0.172 0.070 -0.628
```
Positions in Å, forces in eV/Å.

Calculated values
Net charge: -1
E: -355096.275 eV
HOMO (spin up / spin down): -0.1548 / -0.1540 hartree
ΔE to the lowest compared entry with this formula, charge and spin: 28.32 kJ/mol
Orbital gap (spin up / spin down): 0.2218 / 0.1972 Ha

Entry 5:
The following is a quantum chemistry calculation of C15H16N6NiS2 as an isolated structure in a non-equilibrium geometry, from the OMol25 dataset.

```
40
Properties=species:S:1:pos:R:3:forces:R:3:lowdin_charge:R:1
Ni 0.4267 0.3563 0.4244 -1.302 -0.714 -1.306 0.654
C 2.6533 0.9640 1.0060 0.146 0.158 0.114 -0.070
C 2.1239 2.0590 0.3167 0.159 0.194 0.328 -0.072
C 0.9513 2.6705 0.7706 0.091 0.229 0.227 -0.053
C 0.3278 2.2178 1.9371 0.314 0.301 0.049 -0.064
C 0.8589 1.1263 2.6317 0.208 0.047 0.145 -0.078
C 2.0184 0.4987 2.1634 0.150 0.207 0.215 -0.077
H 3.6047 0.5367 0.7189 -0.057 -0.100 -0.118 0.136
H 2.6591 2.4951 -0.5149 -0.080 -0.126 -0.182 0.134
H 0.5809 3.5558 0.2739 -0.113 -0.076 -0.115 0.141
H -0.5088 2.7708 2.3411 -0.184 -0.142 -0.097 0.138
H 0.4452 0.8299 3.5863 -0.102 -0.101 -0.040 0.133
H 2.4813 -0.2850 2.7460 -0.081 -0.136 -0.069 0.132
N 2.3744 0.4310 -2.6936 0.811 0.051 0.325 0.136
C 1.0482 0.4787 -2.7570 -0.847 -0.005 -1.027 -0.641
N 0.2398 0.4791 -1.7239 0.394 -0.050 0.895 0.028
C -1.0828 0.4896 -2.1141 -0.237 0.064 -1.905 -0.343
C -1.2707 0.5082 -3.4752 -0.106 -0.040 1.350 -0.329
S 0.2162 0.5202 -4.3128 0.634 -0.035 0.827 1.130
C -2.1012 0.4709 -1.0964 -1.945 0.053 -0.209 -0.329
C -3.4626 0.4774 -1.2863 1.385 -0.019 -0.126 -0.328
S -4.3014 0.4760 0.1981 0.817 -0.061 0.634 1.133
C -2.7475 0.4422 1.0319 -0.994 -0.003 -0.850 -0.636
N -1.7132 0.4509 0.2255 0.849 0.077 0.430 0.035
N -2.6849 0.4095 2.3595 0.356 0.050 0.787 0.135
H 2.8286 0.3846 -1.7950 0.012 -0.086 -0.257 0.093
H 2.9405 0.4100 -3.5257 0.003 -0.001 0.093 0.123
H -2.1998 0.5141 -4.0073 -0.207 0.033 -0.120 0.086
H -3.9936 0.4787 -2.2160 -0.120 0.042 -0.208 0.085
H -3.5155 0.3659 2.9266 0.100 -0.002 -0.008 0.122
H -1.7840 0.3718 2.8102 -0.278 -0.082 0.019 0.089
N 0.0029 -3.7465 -0.3132 -0.077 0.037 -0.140 0.104
C 0.5013 -3.8472 0.9467 0.252 0.149 0.656 -0.047
C 0.7241 -2.5705 1.3722 -0.003 -0.580 0.023 -0.106
N 0.3672 -1.6988 0.3776 0.037 0.211 -0.254 -0.003
C -0.0684 -2.4489 -0.6257 -0.020 0.400 -0.122 -0.137
H -0.2652 -4.5205 -0.9062 0.013 0.148 0.034 0.182
H 0.6577 -4.7837 1.4401 0.019 -0.201 0.061 0.132
H 1.1101 -2.2505 2.3194 0.046 0.035 0.119 0.101
H -0.4423 -2.0871 -1.5625 -0.044 0.076 -0.178 0.132
```
Positions in Å, forces in eV/Å.

Calculated values
Net charge: +2
E: -87456.656 eV
HOMO (spin up / spin down): -0.4971 / -0.4971 hartree
Orbital gap (spin up / spin down): 0.2729 / 0.2447 Ha
Spin multiplicity: 3

Entry 6:
The following is a quantum chemistry calculation of C15H16N6RhSe as an isolated structure, from the OMol25 dataset.

```
39
Properties=species:S:1:pos:R:3:forces:R:3:lowdin_charge:R:1
Rh -0.0756 -0.1206 0.0237 -0.277 0.175 0.095 1.265
Se -0.2265 -5.1497 5.6648 -0.064 -0.066 -0.027 1.336
N -1.1226 -3.6562 5.3742 0.029 0.072 0.060 -0.185
C -0.7297 -3.1855 4.2169 -0.008 -0.021 -0.020 -0.329
C -1.2341 -1.9503 3.6386 0.009 -0.020 -0.048 -0.038
C -2.1873 -1.0985 4.2196 0.008 0.015 0.026 0.099
C -2.5599 0.0537 3.5548 -0.010 0.020 0.000 0.033
C -1.9954 0.3574 2.3174 0.009 -0.017 0.060 -0.050
N -1.0962 -0.4547 1.7574 -0.025 0.085 -0.229 -0.049
C -0.7207 -1.5831 2.4037 -0.027 -0.014 0.023 -0.140
C 0.2630 -2.3640 1.7148 0.002 -0.020 0.009 -0.118
N 0.6839 -1.8675 0.5221 0.111 0.102 -0.406 -0.031
C 1.5948 -2.5302 -0.2070 -0.008 -0.027 0.082 -0.052
C 2.1341 -3.7213 0.2550 0.012 -0.003 -0.008 0.034
C 1.7279 -4.2392 1.4740 0.044 -0.006 -0.004 0.105
C 0.7715 -3.5523 2.2302 -0.075 0.040 0.008 -0.037
C 0.2544 -3.9715 3.5242 -0.025 -0.006 -0.013 -0.330
N 0.6434 -5.0658 4.1300 0.093 0.018 0.021 -0.187
H -2.6128 -1.3494 5.1840 0.001 -0.015 -0.004 0.152
H -3.2863 0.7328 3.9799 0.004 0.004 -0.001 0.143
H -2.2638 1.2635 1.7850 -0.004 -0.008 -0.013 0.137
H 1.8884 -2.1044 -1.1560 0.001 -0.032 -0.001 0.118
H 2.8714 -4.2301 -0.3512 -0.001 0.002 -0.002 0.145
H 2.1417 -5.1671 1.8517 -0.013 -0.003 0.005 0.154
N 1.0794 0.6066 -1.6324 0.101 -0.281 0.278 -0.045
C 0.5729 0.5792 -3.0502 -0.073 0.046 0.026 -0.171
C -0.3224 -0.6201 -3.2894 0.095 -0.141 0.116 -0.162
C -1.6490 -0.5341 -2.5616 -0.004 0.044 0.070 -0.147
N -1.5434 -0.9002 -1.1015 0.045 -0.069 0.183 -0.004
H 1.3028 1.5753 -1.3877 0.041 0.015 -0.090 0.128
H 1.9860 0.1390 -1.6053 -0.005 0.046 -0.052 0.110
H 1.4274 0.5656 -3.7251 0.022 0.013 0.021 0.144
H 0.0348 1.5111 -3.2214 -0.022 -0.016 -0.032 0.138
H 0.1968 -1.5449 -3.0105 -0.019 -0.027 -0.078 0.119
H -0.5195 -0.7143 -4.3578 -0.029 0.097 -0.011 0.148
H -2.3653 -1.2421 -2.9838 -0.038 0.014 0.020 0.153
H -2.0906 0.4611 -2.6155 0.026 0.018 -0.040 0.141
H -1.4817 -1.9178 -1.0220 0.097 0.006 0.006 0.137
H -2.4171 -0.6490 -0.6304 -0.023 -0.038 -0.031 0.136
```
Positions in Å, forces in eV/Å.

Calculated values
Net charge: +3
E: -93081.884 eV
HOMO (spin up / spin down): -0.6529 / -0.6529 hartree
ΔE to the lowest compared entry with this formula, charge and spin: 0.00 kJ/mol
Orbital gap (spin up / spin down): 0.1813 / 0.1814 Ha

What is the E in the fifth record?
-87456.656 eV